(1)
Molecular formula: C5H11N3
Method: DFT, ωB97M-V/def2-TZVPD

- SMILES: C/N=C(C)/N=C(\C)N
- Calculated total energy: -361.33532 hartree
- Energy relative to the best compared isomer or geometry (same formula, charge and spin): 33.9 kcal per mole
- LUMO level: 1.00 eV
- Kohn-Sham gap: 8.8 eV
- HOMO level: -7.8 eV

Last column: Löwdin charge in e.
Cartesian coordinates (Å):
1 C -1.6833 -0.0111 1.2459  -0.1298
2 C 1.1799 -1.3407 1.7472  -0.0212
3 C -0.3637 -0.1011 -2.0317  -0.0269
4 C 0.7516 -0.3632 0.7009  -0.4865
5 C 0.5316 0.6540 -1.0821  -0.4515
6 N 0.8266 1.9211 -1.4565  0.1609
7 N 1.4998 -0.0114 -0.3313  0.0879
8 N -0.3999 0.3020 0.6784  -0.0311
9 H 0.1837 2.4403 -2.0307  0.1033
10 H 1.4398 2.4455 -0.8536  0.1092
11 H -2.3162 0.8792 1.2209  0.0681
12 H -2.1974 -0.8134 0.6959  0.0701
13 H -1.5775 -0.3424 2.2864  0.0714
14 H 2.2144 -1.6353 1.5783  0.0729
15 H 1.0881 -0.9106 2.7461  0.0774
16 H 0.5622 -2.2410 1.7039  0.0794
17 H -1.2779 0.4578 -2.2419  0.0803
18 H 0.1742 -0.2662 -2.9687  0.0855
19 H -0.6361 -1.0636 -1.6074  0.0806



(2)
Molecular formula: C5H11N3
Method: DFT, ωB97M-V/def2-TZVPD

- Calculated total energy: -360.57502 hartree
- Energy relative to the best compared isomer or geometry (same formula, charge and spin): 142.9 kcal per mole
- Charge: +2
- LUMO level: -9.02 eV
- Kohn-Sham gap: 10.3 eV
- HOMO level: -19.3 eV

Last column: Löwdin charge in e.
Cartesian coordinates (Å):
1 C 1.2739 -1.4186 -0.4440  0.0132
2 C -2.3809 2.3502 0.5795  0.1779
3 C -0.4596 -3.2315 -0.7436  -0.0263
4 C 1.0846 2.8335 0.4817  0.0265
5 C 0.2533 -2.1679 0.1385  -0.1684
6 N -1.1765 2.2360 0.4005  0.0529
7 N 2.2678 -0.9828 -0.8181  0.4040
8 N -0.0273 1.9859 0.2384  0.1402
9 H -2.8957 2.2698 1.5746  0.1640
10 H -3.1408 2.4473 -0.2111  0.1500
11 H 0.1690 -3.9578 -1.1164  0.0586
12 H -1.0713 -2.8168 -1.6780  0.1449
13 H -1.2429 -3.5870 -0.0712  0.0957
14 H 0.8848 3.5115 1.2462  0.1046
15 H 1.3596 3.3077 -0.3233  0.0575
16 H 1.9789 2.1495 0.5840  0.1351
17 H 0.6446 -2.7084 0.9768  0.1501
18 H -0.4620 -1.4889 0.6896  0.1603
19 H 2.9403 -0.7315 -1.5041  0.1589



(3)
Molecular formula: C5H11N3
Method: DFT, ωB97M-V/def2-TZVPD

- SMILES: CC(=[NH2+])[N+]#C[C@H](C)N
- Calculated total energy: -360.60342 hartree
- Energy relative to the best compared isomer or geometry (same formula, charge and spin): 125.1 kcal per mole
- Charge: +2
- LUMO level: -10.28 eV
- Kohn-Sham gap: 7.4 eV
- HOMO level: -17.7 eV

Last column: Löwdin charge in e.
Cartesian coordinates (Å):
1 C 0.4410 0.0095 -0.4422  0.2061
2 C -0.4768 0.1626 1.9771  -0.2856
3 C -0.9961 1.3164 2.6286  0.0246
4 C 1.3667 -1.2330 -2.3364  -0.0047
5 C 0.4363 -0.1385 -1.8352  -0.4377
6 N 0.1425 0.1405 0.7173  0.3066
7 N 0.2425 1.0131 -2.6500  0.1023
8 N -0.5686 -0.9858 2.5255  0.3151
9 H -2.0647 1.6162 2.6154  0.1492
10 H -1.0288 1.1727 3.7366  0.1318
11 H -0.2992 2.2721 2.5585  0.1821
12 H 2.4563 -1.0034 -2.1261  0.1306
13 H 1.0348 -1.4836 -3.3423  0.1082
14 H 1.2682 -2.2375 -1.7891  0.1276
15 H -0.6849 -0.6154 -1.7794  0.2544
16 H 0.8711 1.1825 -3.4530  0.1454
17 H -0.7004 1.4481 -2.5098  0.1439
18 H -1.1625 -0.7911 3.4072  0.2240
19 H -0.2776 -1.8456 2.0973  0.1761



(4)
Molecular formula: C5H11N3
Method: DFT, ωB97M-V/def2-TZVPD

- SMILES: [NH3+]CCc1c[nH]c[nH+]1
- Calculated total energy: -360.75154 hartree
- Energy relative to the best compared isomer or geometry (same formula, charge and spin): 32.1 kcal per mole
- Charge: +2
- LUMO level: -7.04 eV
- Kohn-Sham gap: 10.8 eV
- HOMO level: -17.8 eV

Last column: Löwdin charge in e.
Cartesian coordinates (Å):
1 C -1.3108 -0.5940 -1.2602  -0.0701
2 C -0.7330 0.6420 -0.6928  -0.1234
3 C 0.5978 0.5170 0.0215  -0.2122
4 C 0.8032 0.4884 1.4067  0.0243
5 N 2.1815 0.4474 1.6262  0.1193
6 C 2.8143 0.5368 0.4509  0.0267
7 N 1.8326 0.4356 -0.4909  0.1575
8 N -2.3876 -1.1488 -0.1736  0.1571
9 H -1.9213 -0.4738 -2.2092  0.1619
10 H -0.5313 -1.4061 -1.4415  0.1581
11 H -0.5748 1.4001 -1.3940  0.1296
12 H -1.2869 1.1698 0.0232  0.1185
13 H 0.0016 0.4146 2.2035  0.1652
14 H 2.6203 0.2975 2.5918  0.2358
15 H 3.8815 0.6119 0.3902  0.1709
16 H 1.9497 0.2757 -1.4723  0.1898
17 H -1.9659 -1.3674 0.8316  0.2120
18 H -2.9219 -0.2651 0.0129  0.1616
19 H -3.0489 -1.9819 -0.4240  0.2173



(5)
Molecular formula: C5H11N3O
Method: DFT, ωB97M-V/def2-TZVPD

- Calculated total energy: -436.46317 hartree
- Energy relative to the best compared isomer or geometry (same formula, charge and spin): 115.4 kcal per mole
- LUMO level (spin up / spin down): -0.34 / -0.09 eV
- Kohn-Sham gap (spin up / spin down): 7.2 / 7.5 eV
- HOMO level (spin up / spin down): -7.5 / -7.6 eV

Last column: Löwdin charge in e.
Cartesian coordinates (Å):
1 C -0.9057 0.5973 0.7805  -0.3067
2 C 1.2637 -0.0039 -2.2943  -0.0918
3 C -0.2573 1.9133 0.4303  -0.0583
4 C -0.6834 -1.8667 0.0318  -0.0035
5 C 0.1586 -0.6073 -0.2530  -0.6114
6 N -0.8623 0.2704 2.1143  0.0717
7 O 0.0511 -0.2032 -1.5843  -0.1354
8 N -1.4065 -2.2433 0.9459  0.1147
9 N 1.2591 -0.8418 0.4334  0.0998
10 H -1.8841 0.4276 0.3350  0.1323
11 H 0.0826 0.2844 2.4860  0.0954
12 H -1.3305 -0.6091 2.3249  0.0644
13 H -1.9775 -3.0727 0.8229  0.0809
14 H 2.1023 -0.9338 -0.1242  0.0381
15 H 1.8029 -0.9461 -2.4424  0.0903
16 H 1.9233 0.7144 -1.7964  0.0883
17 H 0.9763 0.3926 -3.2660  0.0893
18 H -0.2396 2.0612 -0.6464  0.0745
19 H 0.7625 1.9474 0.8138  0.0837
20 H -0.8354 2.7192 0.8883  0.0839



(6)
Molecular formula: C5H11N3O
Method: DFT, ωB97M-V/def2-TZVPD

- SMILES: NC[C@H]1CN1/N=C\CO
- Calculated total energy: -436.48700 hartree
- Energy relative to the best compared isomer or geometry (same formula, charge and spin): 100.4 kcal per mole
- LUMO level: 0.85 eV
- Kohn-Sham gap: 9.7 eV
- HOMO level: -8.8 eV

Last column: Löwdin charge in e.
Cartesian coordinates (Å):
1 C 2.5543 0.2087 0.6405  -0.2437
2 C 1.2915 0.2609 -0.2344  -0.2955
3 C 0.2609 -0.7999 -0.4671  -0.0947
4 C -2.2501 1.0928 -0.1962  -0.1163
5 C -2.7954 -0.1455 0.4445  -0.2727
6 H 3.3651 -0.3583 -1.1674  0.0814
7 H 4.1423 -0.9759 0.1553  0.0725
8 H 2.7405 1.1872 1.1942  0.1197
9 H 2.4355 -0.6197 1.3939  0.1124
10 H 1.5757 0.9301 -1.1085  0.1540
11 H 0.2961 -1.6678 0.1857  0.0991
12 H -0.0679 -1.0818 -1.4833  0.1224
13 H -2.9207 1.8829 -0.5341  0.1106
14 H -2.9414 0.1168 1.5270  0.1381
15 H -1.9954 -0.8764 0.4125  0.0915
16 H -4.4864 -0.0856 -0.5443  0.0869
17 N 3.7781 -0.0532 -0.2153  -0.0442
18 N -0.0451 0.4229 0.2750  -0.1010
19 N -0.9724 1.2873 -0.2362  0.0315
20 O -3.9654 -0.7254 -0.0419  -0.0520